Below is a 2-piece molecular cluster, C14H16O2 overall, with properties calculated with the ωB97M-V functional and the def2-TZVPD basis.

Values from the calculation:
SMILES = Cc1ccc(O)cc1.Cc1ccc(O)cc1
HOMO = -0.2940 hartree
ΔE to the lowest compared entry with this formula, charge and spin = 28.6 kcal/mol

Structure (ORCA input):
```
! RIJCOSX wB97M-V def2-TZVPD def2/J DEFGRID3
* xyz 0 1
O 0.282 -3.248 -0.677
O 2.396 0.095 -2.959
C -2.120 -1.512 1.509
C 0.733 3.121 -1.928
C -1.852 -0.348 3.750
C -0.125 2.625 -0.872
C 1.740 0.972 -2.149
C 1.619 2.309 -2.567
C -1.329 -1.120 2.593
C 1.293 0.643 -0.900
C -1.602 -2.233 0.431
C -1.339 3.340 -0.453
C 0.568 -2.121 1.423
C 0.030 -1.414 2.472
C 0.361 1.499 -0.262
C -0.264 -2.601 0.413
H -3.183 -1.464 1.679
H 2.281 -0.811 -2.648
H 0.470 -4.144 -0.458
H -2.322 -2.634 -0.270
H 0.017 1.193 0.725
H 0.669 -0.955 3.226
H 1.621 -2.377 1.418
H -1.283 0.552 4.011
H 0.780 4.205 -1.976
H 2.117 2.511 -3.509
H 1.717 -0.239 -0.430
H -1.236 4.320 0.037
H -2.779 0.149 3.458
H -2.068 -0.976 4.618
H -1.859 2.687 0.259
H -2.059 3.535 -1.245
*
```

---

Below is CsH4O2 as an isolated structure, with properties calculated with the ωB97M-V functional and the def2-TZVPD basis.

Values from the calculation:
HOMO = -0.5932 hartree
ΔE to the lowest compared entry with this formula, charge and spin = 4.2 kcal/mol

Structure (ORCA input):
```
! RIJCOSX wB97M-V def2-TZVPD def2/J DEFGRID3
* xyz 1 1
Cs 1.275 -0.373 0.730
O 1.492 0.450 -2.052
O -1.419 -0.499 1.962
H 1.819 0.596 -2.917
H 0.831 1.112 -1.913
H -1.990 -0.110 2.594
H -2.007 -1.175 1.597
*
```

---

Below is a 3-piece molecular cluster, C5H15NO2 overall, with properties calculated with the ωB97M-V functional and the def2-TZVPD basis.

Values from the calculation:
SMILES = CC=O.CNCO.C
HOMO = -0.3244 hartree
ΔE to the lowest compared entry with this formula, charge and spin = 69.0 kcal/mol

Structure (ORCA input):
```
! RIJCOSX wB97M-V def2-TZVPD def2/J DEFGRID3
* xyz 0 1
O 0.693 -1.391 -0.665
O -1.377 -0.083 -1.043
N -0.002 1.825 -0.741
C 1.559 -1.964 1.494
C 1.062 1.819 -1.736
C -1.466 -0.980 1.589
C -1.272 1.306 -1.221
C 0.904 -1.049 0.517
H -1.431 1.536 -2.290
H -0.960 -0.448 2.390
H -2.077 1.777 -0.646
H -0.124 2.754 -0.357
H -1.337 -2.054 1.695
H 2.638 -1.794 1.445
H -0.399 -0.651 -1.099
H 1.237 -1.740 2.510
H -2.534 -0.785 1.711
H 0.896 0.019 0.759
H 1.978 2.201 -1.287
H -1.427 -0.512 0.427
H 1.253 0.799 -2.071
H 0.825 2.422 -2.626
H 1.361 -3.006 1.248
*
```

---

Below is C22H28F13IN2O5S2 as an isolated structure, with properties calculated with the ωB97M-V functional and the def2-TZVPD basis.

Values from the calculation:
HOMO = -0.3350 hartree

Structure (ORCA input):
```
! RIJCOSX wB97M-V def2-TZVPD def2/J DEFGRID3
* xyz 0 1
I 2.911 0.293 -4.053
S -1.365 -0.438 1.012
S 0.514 1.526 -2.200
F -4.809 3.599 -1.251
F -6.148 2.618 2.543
F -2.635 2.246 0.013
F -5.236 1.868 0.820
F -4.379 4.235 3.213
F -6.353 5.081 -1.413
F -3.593 2.306 2.907
F -6.852 3.039 -1.224
F -1.192 3.892 -0.087
F -2.196 4.808 2.323
F -5.915 5.290 1.176
F -3.309 4.915 0.531
F -7.416 3.848 0.963
O 2.037 -5.270 0.919
O 0.250 -1.675 -4.364
O 0.335 2.938 -2.254
O 2.036 1.350 -1.471
O -0.469 0.829 -1.060
N 0.643 -1.690 -2.164
N 3.630 1.744 1.272
C 2.414 -0.451 1.125
C -5.993 3.972 -0.830
C 1.702 -1.123 -1.360
C -6.117 4.067 0.727
C -0.584 -2.237 -1.598
C 2.056 -3.847 0.733
C 2.811 -2.246 -1.187
C -2.881 4.054 1.451
C -1.876 3.079 0.734
C -0.857 2.455 1.661
C 0.817 -2.223 -3.486
C -5.338 2.973 1.535
C 2.526 0.077 -1.953
C 1.539 -3.503 -3.902
C 4.973 -0.065 0.641
C 3.591 0.516 1.012
C 1.274 -0.623 0.093
C 1.602 -5.612 2.228
C 0.091 0.424 0.174
C 0.338 1.686 1.046
C 2.328 -3.632 -0.756
C -4.019 3.383 2.248
H 0.694 -6.217 2.138
H -0.972 -2.999 -2.284
H 1.153 -4.358 -3.335
H 0.807 -1.527 0.483
H 5.226 0.243 -0.378
H 2.858 -1.433 1.278
H -1.015 -0.360 2.316
H 2.907 -3.477 1.324
H -0.375 3.317 2.140
H 3.632 -1.943 -0.536
H 1.084 -3.477 1.080
H 0.940 2.424 0.503
H 1.383 -4.739 2.851
H 0.923 1.435 1.934
H 5.704 0.434 1.275
H 3.265 -2.314 -2.182
H 3.133 -4.337 -0.995
H -1.286 1.936 2.514
H 1.932 -0.275 2.096
H 3.520 -0.017 -1.535
H 5.014 -1.149 0.747
H 1.463 -4.020 -1.293
H -0.478 -2.763 -0.645
H 1.323 -3.729 -4.942
H 2.688 2.028 1.550
H 2.353 -6.206 2.760
H 2.626 -3.464 -3.807
H -1.386 -1.494 -1.542
*
```